{"formula": "C5H9NO", "method": "ωB97M-V/def2-TZVPD", "spin_multiplicity": 1, "max_force_ev_per_a": 0.4, "gap_ha": 0.30732, "e_homo_ev": -8.0, "species": ["C", "C", "C", "C", "N", "C", "O", "H", "H", "H", "H", "H", "H", "H", "H", "H"], "xyz": [[0.3713, 0.2737, -0.4071], [-0.7443, -0.5350, -0.4446], [0.9565, -0.8856, 0.8996], [-2.1407, -0.0202, -0.2897], [0.4076, 1.5937, -0.1663], [1.8906, -0.3835, -0.1729], [2.7947, 0.4901, 0.0599], [-0.6145, -1.5509, -0.7905], [1.3683, 1.9097, 0.0007], [-0.3515, 2.0902, 0.2722], [2.0401, -1.1476, -0.9572], [0.8880, -0.2987, 1.8078], [0.6503, -1.9206, 0.9587], [-2.2417, 0.6085, 0.6001], [-2.4066, 0.6043, -1.1512], [-2.8681, -0.8279, -0.2196]]}

{"formula": "C5H9NO", "method": "ωB97M-V/def2-TZVPD", "spin_multiplicity": 1, "max_force_ev_per_a": 0.4, "gap_ha": 0.30548, "e_homo_ev": -7.6, "species": ["N", "C", "C", "C", "C", "C", "O", "H", "H", "H", "H", "H", "H", "H", "H", "H"], "xyz": [[-1.8678, 1.1019, 1.4935], [-1.0858, 0.3302, 0.8671], [-1.1196, 0.2868, -0.6435], [0.2077, -0.0423, -1.2799], [1.1040, -0.8526, -0.5163], [1.0483, -0.7268, 0.9673], [-0.2912, -0.5783, 1.4919], [-1.7436, 0.9621, 2.4983], [-1.7702, -0.5539, -0.9224], [-1.5572, 1.2112, -1.0218], [0.7265, 1.4638, -1.4141], [0.2035, -0.1960, -2.3560], [1.8345, -1.4861, -1.0017], [1.2653, 0.5543, -0.9673], [1.6130, 0.1406, 1.3577], [1.4533, -1.6200, 1.4478]]}

{"formula": "C5H9NO", "method": "ωB97M-V/def2-TZVPD", "spin_multiplicity": 3, "max_force_ev_per_a": 5.6, "gap_ha": [0.23411, 0.31296], "e_homo_ev": [-5.3, -9.2], "s_squared": 2.020, "species": ["C", "C", "C", "C", "C", "N", "O", "H", "H", "H", "H", "H", "H", "H", "H", "H"], "xyz": [[-0.4884, 1.1284, 0.5525], [0.6388, -1.3359, 0.4140], [-1.6514, 0.8458, 1.3672], [0.5651, -2.0831, -0.9663], [1.1265, 1.7973, -1.0298], [0.2394, 1.7835, -0.1365], [0.3248, -1.8243, 1.4410], [-1.7114, -0.1236, 1.7647], [-1.4913, 1.5950, 2.1434], [-2.5210, 1.2651, 0.7989], [0.6140, -3.1480, -0.8248], [-0.4515, -1.8176, -1.4009], [1.2276, -1.5423, -1.5452], [0.9076, 1.1333, -1.8199], [0.9811, -0.2846, 0.5588], [1.6901, 2.6109, -1.3172]]}

{"formula": "C5H9NO2", "method": "ωB97M-V/def2-TZVPD", "spin_multiplicity": 2, "total_charge": -1, "max_force_ev_per_a": 0.9, "gap_ha": [0.13715, 0.25779], "e_homo_ev": [-0.1, -3.4], "s_squared": 0.754, "species": ["O", "C", "C", "C", "C", "C", "O", "N", "H", "H", "H", "H", "H", "H", "H", "H", "H"], "xyz": [[1.2564, 3.2084, 0.3013], [0.9291, 2.1759, -0.4042], [0.6493, 0.8739, 0.2894], [-0.1444, -0.0592, -0.6038], [-0.4789, -1.4280, -0.0271], [-1.8658, -1.9276, -0.3136], [-2.2990, -3.0050, 0.0226], [1.8489, 0.2018, 0.8101], [0.6675, 2.2618, -1.4668], [0.0541, 1.1838, 1.1604], [-1.0614, 0.4776, -0.8515], [0.3736, -0.1697, -1.5652], [0.2357, -2.1975, -0.3688], [-0.3008, -1.4432, 1.0566], [-2.4906, -1.2096, -0.8775], [2.2622, 0.8097, 1.5086], [2.5167, 0.1723, 0.0456]]}

{"formula": "C5H9NO2", "method": "ωB97M-V/def2-TZVPD", "spin_multiplicity": 1, "smiles": "N[C@]12CCO[C@@H]1[C@@H]2O", "max_force_ev_per_a": 5.5, "gap_ha": 0.34563, "e_homo_ev": -9.0, "species": ["C", "C", "C", "C", "C", "H", "H", "H", "H", "H", "H", "H", "H", "H", "N", "O", "O"], "xyz": [[-0.3639, 0.2226, 0.3334], [1.0699, 0.5101, 0.8897], [1.8002, -0.0850, -0.4080], [-0.2172, -1.1422, -0.0598], [-1.5612, -0.5913, 0.3332], [-0.9095, 1.9584, -0.5571], [-0.8433, 0.0746, -1.7497], [1.3979, 1.5174, 1.2558], [1.4466, -0.2429, 1.7600], [2.8063, -0.4528, -0.0473], [1.7421, 0.8263, -1.1756], [0.1446, -1.7652, 0.8204], [-1.7558, -1.2861, 1.2414], [-2.4584, 0.9196, -0.6096], [-0.4005, 0.9136, -0.9521], [0.8184, -1.2108, -0.9047], [-2.7163, -0.1665, -0.1700]]}

{"formula": "C5H9NO2", "method": "ωB97M-V/def2-TZVPD", "spin_multiplicity": 1, "max_force_ev_per_a": 8.3, "gap_ha": 0.39985, "e_homo_ev": -10.1, "species": ["C", "C", "C", "C", "C", "H", "H", "H", "H", "H", "H", "H", "H", "H", "N", "O", "O"], "xyz": [[0.6515, 1.6545, -1.2189], [-0.0548, -0.0346, 0.1184], [-1.2521, 0.7556, 0.5387], [-0.3409, -1.5301, 0.0714], [0.7653, -2.1775, 0.9064], [-0.0447, 2.5115, -0.9184], [1.5695, 1.7927, -0.5440], [1.1668, 2.1262, -2.1881], [-0.9488, 0.6715, 1.9092], [-1.3201, 1.9891, 0.0652], [-2.0728, 0.0774, -0.0386], [-0.2524, -1.8119, -1.0747], [-1.4834, -1.8087, 0.3652], [0.7548, -3.2519, 0.9024], [1.6515, -1.3376, 1.2680], [0.1537, 0.4477, -1.2312], [1.0570, -0.0740, 1.0691]]}